Record 1
ORCA calculation (ωB97M-V/def2-TZVPD) on C21H18BFN2O5S in the gas phase.

The geometry in XYZ format:
```
49
Properties=species:S:1:pos:R:3
O -2.0928 -0.1688 -0.7804
C -2.2565 -1.0761 0.0801
O -3.4218 -1.7690 0.1605
C -1.1601 -1.3161 1.0129
N -0.7024 -2.6847 0.9245
C 0.3153 -2.9267 -0.0435
O 0.7141 -4.0786 -0.2131
C 1.1057 -1.7727 -0.7079
C 2.3716 -1.5503 -0.2724
C 3.0796 -0.4475 -0.8294
C 2.3032 0.4268 -1.6605
S 2.9627 1.9859 -2.0737
C 2.1879 2.9588 -0.8360
C 1.4135 4.1714 -1.3628
C 1.9244 5.4146 -1.4822
C 1.2059 6.4463 -2.1054
C -0.0906 6.1661 -2.4418
C -0.6815 4.9358 -2.3021
C 0.1240 3.9628 -1.7089
B -0.7261 2.7308 -1.3157
O -0.5836 2.2189 -0.0602
O -1.4817 2.0219 -2.2074
N 1.1030 0.1291 -2.1650
C 0.5220 -0.9012 -1.5922
C -0.8288 -3.6178 2.0061
C -2.0954 -3.6009 2.6492
C -2.2927 -4.4404 3.7267
C -1.2932 -5.3131 4.1192
F -1.6244 -6.2439 5.0443
C -0.1428 -5.3810 3.3276
C 0.1295 -4.5240 2.3492
H -4.0661 -1.4235 -0.5071
H -0.3580 -0.6753 0.6995
H -1.3508 -0.9426 2.0293
H 2.8112 -2.3012 0.3324
H 4.0529 -0.1767 -0.5417
H 1.4514 2.2090 -0.4486
H 2.8965 3.0997 -0.0514
H 2.9493 5.5556 -1.2122
H 1.7025 7.3978 -2.2900
H -0.6550 6.9120 -2.9411
H -1.7770 4.8717 -2.5830
H -1.0482 1.3829 -0.1618
H -1.7536 1.1345 -1.9030
H -0.5432 -1.0604 -1.8114
H -2.8138 -2.8050 2.3198
H -3.1568 -4.2171 4.3721
H 0.6013 -6.1116 3.6202
H 1.0692 -4.6065 1.8383
```

## Properties
E = -1819.71414 Eh
largest force on an atom = 0.0912 Eh/bohr
HOMO-LUMO gap = 8.561 eV
structure (SMILES) = O=C(O)CN(C(=O)c1ccc(SCc2ccccc2B(O)O)nc1)c1ccc(F)cc1

Table of natural (NBO) atomic charges, one value per atom, all in e:
1. O -0.68
2. C 0.83
3. O -0.65
4. C -0.35
5. N -0.45
6. C 0.69
7. O -0.57
8. C -0.19
9. C -0.14
10. C -0.24
11. C 0.05
12. S 0.26
13. C -0.59
14. C -0.01
15. C -0.19
16. C -0.21
17. C -0.22
18. C -0.16
19. C -0.38
20. B 1.12
21. O -0.90
22. O -0.90
23. N -0.41
24. C 0.05
25. C 0.15
26. C -0.21
27. C -0.27
28. C 0.38
29. F -0.32
30. C -0.24
31. C -0.23
32. H 0.52
33. H 0.26
34. H 0.26
35. H 0.23
36. H 0.24
37. H 0.27
38. H 0.22
39. H 0.20
40. H 0.22
41. H 0.20
42. H 0.23
43. H 0.48
44. H 0.51
45. H 0.20
46. H 0.22
47. H 0.23
48. H 0.23
49. H 0.25



Record 2
ORCA calculation (ωB97M-V/def2-TZVPD) on a molecular structure, C21H18BrCl3IrNO2.

The geometry in XYZ format:
```
47
Properties=species:S:1:pos:R:3
Ir -0.4058 -0.5471 0.8998
Br 1.2307 0.5797 2.7296
C 1.1664 2.3066 1.9175
C 1.9745 3.2731 2.4318
C 1.9143 4.5696 1.8784
C 1.0487 4.8324 0.8578
C 0.2096 3.8218 0.3269
C -0.6930 4.1033 -0.7289
C -1.5104 3.1257 -1.2124
C -1.4445 1.8129 -0.6908
C -0.5670 1.4696 0.3092
C 0.2597 2.5030 0.8509
H 2.6411 3.0571 3.2559
H 2.5491 5.3481 2.2804
H 0.9846 5.8298 0.4381
H -0.7286 5.1104 -1.1276
H -2.2170 3.3469 -2.0032
H -2.1242 1.0632 -1.0814
Cl -4.5543 -3.4425 0.5084
C -4.6227 -1.8500 1.3072
Cl -4.4107 -2.0777 3.0485
Cl -6.1908 -1.1003 1.0020
C -3.4865 -0.9881 0.6563
O -3.6632 -0.5689 -0.4651
O -2.4374 -0.8775 1.3934
C 2.1642 0.8556 -1.1663
N 1.3721 -0.3658 -1.1321
C 0.6531 -0.5487 -2.3904
C 2.1935 -1.5302 -0.8112
C 1.3305 -2.6940 -0.4091
C 1.7050 -3.9967 -0.7071
C 0.9064 -5.0611 -0.3106
C -0.2741 -4.8252 0.3800
C -0.6515 -3.5250 0.6832
C 0.1517 -2.4433 0.2996
H 1.5190 1.7041 -1.3899
H 2.9474 0.7979 -1.9356
H 2.6353 1.0205 -0.1961
H -0.0123 0.2980 -2.5502
H 0.0573 -1.4588 -2.3528
H 1.3548 -0.6154 -3.2335
H 2.8526 -1.2531 0.0166
H 2.8364 -1.8009 -1.6618
H 2.6190 -4.1845 -1.2612
H 1.2003 -6.0751 -0.5518
H -0.9057 -5.6528 0.6789
H -1.5774 -3.3464 1.2189
```

## Properties
spin multiplicity = 5
E = -5075.04914 Eh
energy relative to the best compared isomer or geometry (same formula, charge and spin) = 61.0 kJ/mol
largest force on an atom = 0.0072 Eh/bohr
HOMO-LUMO gap (spin up / spin down) = 7.463 / 6.549 eV

Table of natural (NBO) atomic charges, one value per atom, all in e:
1. Ir 1.29
2. Br 0.15
3. C -0.04
4. C -0.25
5. C -0.21
6. C -0.18
7. C 0.02
8. C -0.22
9. C -0.20
10. C -0.25
11. C -0.31
12. C -0.16
13. H 0.23
14. H 0.22
15. H 0.21
16. H 0.21
17. H 0.22
18. H 0.25
19. Cl 0.02
20. C -0.20
21. Cl 0.03
22. Cl 0.04
23. C 0.74
24. O -0.61
25. O -0.78
26. C -0.42
27. N -0.40
28. C -0.43
29. C -0.25
30. C -0.07
31. C -0.22
32. C -0.19
33. C -0.22
34. C -0.24
35. C -0.30
36. H 0.22
37. H 0.18
38. H 0.21
39. H 0.22
40. H 0.22
41. H 0.18
42. H 0.21
43. H 0.19
44. H 0.21
45. H 0.21
46. H 0.22
47. H 0.23